{
  "formula": "C2H2N2O",
  "method": "ωB97M-V with the def2-TZVPD basis set",
  "elements": ["C", "N", "H", "O", "C", "N", "H"],
  "coordinates": [[-0.577, -0.133, 0.229], [-0.616, 1.307, 0.450], [-1.426, -0.641, 0.702], [0.270, 1.883, -0.143], [0.719, -0.709, -0.168], [-0.104, -0.636, -1.107], [1.734, -1.070, 0.036]],
  "forces_ev_per_angstrom": [[0.04, -0.28, 0.35], [0.75, 0.44, -0.77], [0.63, 0.04, -0.10], [-0.71, -0.19, 0.57], [-0.82, -0.41, -0.38], [0.68, 0.11, 0.35], [-0.56, 0.29, -0.01]],
  "orbital_gap_ev": 9.16,
  "total_charge": 0,
  "de_lowest_ev": 4.422,
  "smiles": "O=N[C@@H]1C=N1"
}